a | {"formula": "C24H32N2O4S", "method": "wB97M-V/def2-TZVPD", "charge": 0, "orbital_gap_ha": 0.329, "species": ["S", "O", "O", "O", "O", "N", "N", "C", "C", "C", "C", "C", "C", "C", "C", "C", "C", "C", "C", "C", "C", "C", "C", "C", "C", "C", "C", "C", "C", "C", "C", "H", "H", "H", "H", "H", "H", "H", "H", "H", "H", "H", "H", "H", "H", "H", "H", "H", "H", "H", "H", "H", "H", "H", "H", "H", "H", "H", "H", "H", "H", "H", "H"], "coordinates": [[-3.763, 4.149, 0.520], [-0.826, -0.400, -3.556], [2.274, 1.234, -0.376], [0.783, -0.535, -0.523], [-0.778, 3.382, 4.285], [1.798, -4.442, -3.128], [0.001, -2.308, -2.690], [3.354, -0.014, -2.181], [-4.842, 2.668, 4.116], [-1.239, 0.996, 0.572], [1.234, 0.562, 0.261], [-3.953, 3.233, 1.985], [3.068, -5.098, -3.345], [0.171, 1.626, 0.562], [0.403, 2.620, 4.321], [1.481, -3.507, -4.193], [-2.290, 2.032, 0.826], [-3.104, 2.108, 2.005], [3.407, 0.457, -0.732], [0.531, 1.660, 3.134], [-4.817, 3.519, 3.032], [-3.168, 1.253, 3.109], [-2.555, 3.046, -0.033], [0.513, 2.435, 1.816], [-0.382, -0.383, -1.240], [-0.421, -1.031, -2.594], [-1.403, 0.320, -0.760], [-4.026, 1.538, 4.148], [0.350, -3.198, -1.612], [1.749, -3.770, -1.843], [0.075, -2.952, -3.984], [2.203, -2.670, -4.228], [0.313, -2.674, -0.659], [4.270, 1.115, -0.587], [0.207, 2.318, -0.286], [2.490, -0.654, -2.339], [-0.370, -4.026, -1.599], [1.488, 2.899, 1.660], [-1.283, 0.231, 1.357], [-0.302, 0.956, 3.172], [3.037, -5.627, -4.296], [-2.562, 0.359, 3.141], [1.607, 0.082, 1.185], [3.915, -4.394, -3.362], [-2.099, 3.223, -0.988], [2.491, -2.954, -1.779], [-0.648, -3.774, -4.019], [0.464, 2.050, 5.261], [3.234, -5.823, -2.550], [4.261, -0.563, -2.424], [-2.311, 0.435, -1.324], [-1.535, 2.785, 4.220], [-0.175, -2.212, -4.745], [-5.504, 2.872, 4.943], [-5.453, 4.389, 2.988], [3.269, 0.844, -2.843], [3.496, -0.400, -0.052], [-0.225, 3.235, 1.908], [1.523, -4.037, -5.146], [1.457, 1.094, 3.246], [1.973, -4.500, -1.061], [-4.073, 0.875, 5.000], [1.218, 3.348, 4.305]], "lowdin_charge": [1.05, 0.07, -0.07, 0.00, -0.06, -0.23, -0.04, -0.06, -0.08, -0.20, -0.31, -0.47, -0.10, -0.18, -0.27, -0.18, -0.24, -0.20, -0.23, -0.17, -0.09, -0.05, -0.34, -0.13, -0.17, -0.39, 0.05, -0.09, -0.12, -0.18, -0.11, 0.13, 0.12, 0.12, 0.16, 0.04, 0.13, 0.13, 0.14, 0.10, 0.08, 0.11, 0.16, 0.09, 0.09, 0.12, 0.13, 0.12, 0.08, 0.08, 0.13, 0.06, 0.12, 0.10, 0.11, 0.08, 0.12, 0.12, 0.12, 0.11, 0.12, 0.10, 0.12]}

---

b | {"formula": "C24H32N2O4S", "method": "wB97M-V/def2-TZVPD", "charge": 0, "orbital_gap_ha": 0.312, "species": ["S", "O", "O", "O", "O", "N", "N", "C", "C", "C", "C", "C", "C", "C", "C", "C", "C", "C", "C", "C", "C", "C", "C", "C", "C", "C", "C", "C", "C", "C", "C", "H", "H", "H", "H", "H", "H", "H", "H", "H", "H", "H", "H", "H", "H", "H", "H", "H", "H", "H", "H", "H", "H", "H", "H", "H", "H", "H", "H", "H", "H", "H", "H"], "coordinates": [[1.155, -2.606, -2.776], [-1.544, -0.106, 0.514], [1.847, 4.821, 1.315], [-3.339, -3.592, -3.125], [4.671, 4.279, 0.958], [-0.850, -1.024, -2.137], [1.106, -0.730, -0.929], [-5.967, -1.985, 1.003], [-3.676, -1.008, 0.835], [4.040, 2.098, 0.104], [-4.417, -1.777, 2.972], [3.073, 1.149, -0.205], [-2.218, -0.848, 2.741], [1.410, 2.704, 0.509], [3.464, -0.180, -0.778], [-2.939, -1.638, 4.997], [-4.665, -1.575, 1.619], [-1.693, -1.756, -3.048], [6.025, 3.985, 0.721], [-2.920, -4.255, -4.294], [3.724, 3.344, 0.624], [-3.206, -1.414, 3.539], [1.737, 1.448, 0.017], [0.428, -1.404, -1.891], [2.366, 3.661, 0.823], [-2.450, -0.650, 1.390], [2.644, 5.976, 1.460], [0.616, 0.482, -0.306], [2.383, -1.199, -0.445], [-2.296, -3.011, -2.385], [-0.225, 0.152, 0.949], [-0.051, 0.991, -1.013], [4.427, -0.506, -0.381], [2.326, -1.332, 0.643], [-1.281, -0.562, 3.193], [-2.501, -1.097, -3.376], [-2.463, -0.766, 5.441], [-3.861, -1.846, 5.534], [-0.214, 0.992, 1.653], [-3.844, -0.831, -0.217], [1.947, 6.764, 1.747], [5.071, 1.836, -0.071], [3.556, -0.102, -1.865], [-1.493, -3.740, -2.206], [-2.105, -4.956, -4.079], [3.134, 6.248, 0.523], [-6.293, -1.254, 0.266], [0.194, -0.732, 1.447], [-2.268, -2.487, 5.129], [6.573, 4.871, 1.040], [2.593, -2.161, -0.915], [-2.586, -3.553, -5.065], [3.398, 5.854, 2.240], [-3.785, -4.804, -4.661], [6.361, 3.124, 1.307], [0.379, 2.985, 0.657], [-5.851, -2.942, 0.494], [-2.741, -2.733, -1.424], [-5.183, -2.220, 3.592], [-1.343, -0.573, -1.375], [-1.087, -2.044, -3.910], [6.220, 3.803, -0.341], [-6.740, -2.093, 1.761]], "lowdin_charge": [0.68, -0.07, -0.07, -0.19, -0.11, 0.01, -0.08, -0.04, 0.02, 0.03, -0.02, -0.17, 0.01, 0.05, -0.10, -0.05, -0.27, -0.21, -0.08, -0.11, -0.18, -0.27, -0.12, -0.77, -0.19, -0.24, -0.07, -0.18, -0.19, -0.23, -0.12, 0.16, 0.12, 0.13, 0.11, 0.13, 0.08, 0.07, 0.13, 0.12, 0.09, 0.11, 0.13, 0.10, 0.09, 0.10, 0.08, 0.14, 0.09, 0.10, 0.05, 0.09, 0.09, 0.09, 0.10, 0.13, 0.09, 0.11, 0.11, 0.10, 0.07, 0.10, 0.08]}

---

Q: Which of them is the most stable? A: a.